Entry 1
This record from OMol25 describes 3 unconnected molecules or ions with the total composition C3H12N2O2. The level of theory is ωB97M-V with the def2-TZVPD basis set.

```
19
Properties=species:S:1:pos:R:3
C 0.38857 -0.97811 -1.81242
C -0.23552 -0.43627 -0.55992
N -0.88653 -1.49322 0.17484
C -0.68835 0.86589 -0.31049
N -1.42694 1.31920 0.88688
H -0.11331 -1.93234 -2.10318
H 1.42885 -1.31561 -1.81687
H 0.34958 -0.30318 -2.70333
H -1.09350 -1.08960 1.07249
H -0.32744 -2.36074 0.08135
H -0.53530 1.59226 -1.15953
H -1.68861 2.32415 0.77181
H -2.35251 0.81694 0.80770
O -0.45638 -0.55844 3.07640
H -0.09966 0.38005 2.83313
H -1.33288 -0.54812 2.56541
O 2.83175 1.19156 -1.72139
H 3.72465 0.79636 -1.67832
H 2.44328 1.08404 -0.84569
```

## Properties
Total charge: 0
SMILES: C/C(N)=C/N.O.O
Orbital gap, eV: 8.55

---

Entry 2
This record from OMol25 describes 3 unconnected molecules or ions with the total composition C3H12N2O2. The level of theory is ωB97M-V with the def2-TZVPD basis set.

```
19
Properties=species:S:1:pos:R:3
C 2.19594 -0.21526 -0.62100
C 0.21922 1.11208 -2.00277
N 1.58450 -1.14442 0.03418
H 0.62409 -0.92236 0.83756
H 1.48444 -2.04101 -0.42569
H 2.72500 -0.41010 -1.54887
H 2.30103 0.74887 -0.14914
H 1.20335 1.49216 -2.29560
H -0.49815 1.91388 -2.15865
H -0.05934 0.24173 -2.60276
C -1.92234 -0.97079 1.29355
N -0.57638 -0.51838 1.54712
O -0.59165 0.51914 2.50579
O -0.27287 0.73162 -0.34313
H -1.27105 1.15226 2.21301
H -0.28655 1.60162 0.08236
H -2.41642 -1.31940 2.20845
H -1.87418 -1.78216 0.57081
H -2.56864 -0.18948 0.85479
```

## Properties
Total charge: 0
Orbital gap (alpha / beta), eV: 5.48 / 5.48

---

entry 1 is preferred energetically. Next in line: 136.2 kcal/mol higher.

---

Entry 1
This record from OMol25 describes 2 unconnected molecules or ions with the total composition C3H3BrF2. The level of theory is ωB97M-V with the def2-TZVPD basis set.

```
9
Properties=species:S:1:pos:R:3
C 0.95502 0.20661 0.14982
C -0.95935 -1.95317 0.54579
C -0.01236 1.29512 0.01865
F -0.16954 -2.97629 0.33771
F -1.51118 -1.69754 -0.62396
Br 2.62212 0.49604 -0.57930
H 0.25974 2.16934 -0.57403
H -0.95996 0.86725 -0.32861
H -0.22449 1.59264 1.05394
```

## Properties
Total charge: 0
Orbital gap, eV: 8.05

---

Entry 2
This record from OMol25 describes 2 unconnected molecules or ions with the total composition C3H3BrF2. The level of theory is ωB97M-V with the def2-TZVPD basis set.

```
9
Properties=species:S:1:pos:R:3
C 1.24355 1.12083 0.19430
C 1.14366 -0.21187 0.10750
C -1.51241 -0.81281 -0.20372
F 2.07736 -1.19460 0.04353
F -1.86920 -1.79949 0.61402
Br -2.23700 0.82377 0.23902
H 2.23883 1.52469 0.36361
H 0.27208 1.51539 -0.12015
H -1.35687 -0.96591 -1.23811
```

## Properties
Total charge: 0
Orbital gap (alpha / beta), eV: 9.46 / 8.38

---

entry 2 is preferred energetically. Next in line: 3.3 kcal/mol higher.

---

Entry 1
This record from OMol25 describes a single C3H7NOS2 molecule. The level of theory is ωB97M-V with the def2-TZVPD basis set.

```
14
Properties=species:S:1:pos:R:3
N -0.86875 -1.37551 0.19957
C 0.19463 -0.38294 0.71112
C 1.77842 -0.78124 0.94054
O 2.55282 -0.27323 1.78971
C 0.23018 0.86838 -0.12973
S -1.42947 1.70346 -0.08518
S -2.34643 1.28276 -1.90300
H -0.94951 -1.56855 -0.83031
H -0.95662 -2.12776 0.85569
H 0.06704 -0.22623 1.76985
H 2.23015 -1.56680 0.20247
H 1.08099 1.41221 0.24780
H 0.32953 0.69340 -1.17254
H -1.91297 2.34206 -2.59598
```

## Properties
Total charge: 0
SMILES: N[C@@H](C=O)CSS
Orbital gap, eV: 9.58

---

Entry 2
This record from OMol25 describes a single C3H7NOS2 molecule. The level of theory is ωB97M-V with the def2-TZVPD basis set.

```
14
Properties=species:S:1:pos:R:3
S 0.45793 2.48261 -1.31935
C -0.29071 1.21867 -0.17651
C -0.22379 -0.11626 -0.93527
O -1.07057 -1.06690 -0.37957
C -0.64594 -2.00734 0.57922
N 0.42192 -1.92608 1.34997
S 1.78630 -0.82441 1.09550
H -0.42284 3.70625 -0.67178
H -0.02418 1.23399 0.87864
H -1.37051 1.60447 -0.31072
H -0.68913 0.28346 -1.95256
H 0.91314 -0.45055 -1.02198
H -1.31614 -2.99345 0.59872
H 2.47452 -1.14446 2.26568
```

## Properties
Total charge: 0
SMILES: SCCO/C=N\S
Orbital gap, eV: 9.20

---

entry 1 is preferred energetically. Next in line: 46.2 kcal/mol higher.

---

Entry 1
This record from OMol25 describes a single C3H7NOS2 molecule. The level of theory is ωB97M-V with the def2-TZVPD basis set.

```
14
Properties=species:S:1:pos:R:3
O -0.14386 2.82545 -2.57294
C -0.26728 1.74918 -1.94890
N -0.39812 1.47279 -0.59895
C -0.45108 0.05544 0.06454
C 0.96230 -0.46903 0.41580
S 1.09566 -2.01692 1.39779
S -0.81933 -2.46110 2.06279
H 0.00721 0.75652 -2.51707
H -0.36241 2.27817 0.01386
H -1.07541 -0.68752 -0.62593
H -1.06527 0.24514 0.96465
H 1.31500 -0.93101 -0.56342
H 1.63368 0.30222 0.79984
H -0.43107 -3.11933 3.10793
```

## Properties
Total charge: 0
SMILES: O=CNCCSS
Orbital gap, eV: 8.81

---

Entry 2
This record from OMol25 describes a molecular structure, C3H7NOS2. The level of theory is ωB97M-V with the def2-TZVPD basis set.

```
14
Properties=species:S:1:pos:R:3
C -2.47553 0.18400 -0.49786
C -0.00618 0.49211 0.20990
C 2.24951 -0.63826 1.45835
H -2.00413 -0.95091 -0.39827
H -3.75469 0.05942 -0.04530
H -2.25903 0.78522 -1.51462
H 2.80268 -0.83849 2.43669
H 1.99707 -1.69621 0.98278
H 2.78799 -0.09293 0.63341
H 0.89544 0.55267 -2.74682
N 0.51377 0.17984 -0.94484
O 0.09081 0.60297 -2.07612
S -1.57654 1.33320 0.66494
S 0.73884 0.02737 1.83776
```

## Properties
Total charge: 0
Orbital gap, eV: 8.94

---

entry 1 is preferred energetically. Next in line: 82.6 kcal/mol higher.

---

Entry 1
This record from OMol25 describes a single C3H7NOS2 molecule. The level of theory is ωB97M-V with the def2-TZVPD basis set.

```
14
Properties=species:S:1:pos:R:3
O -2.91407 2.05410 1.00153
C -1.93994 1.40843 0.81250
N -1.02106 1.63365 -0.20407
C 0.32264 1.62693 0.29350
C 1.31595 0.59204 -0.25185
S 0.64284 -1.19612 0.48553
S 1.09181 -2.25637 -1.22679
H -1.52828 0.61689 1.61219
H -1.32145 2.32004 -0.86882
H 0.42121 1.70496 1.35285
H 0.85719 2.64178 -0.02684
H 1.38296 0.42480 -1.29331
H 2.42952 0.61839 0.15028
H 2.27241 -2.71982 -0.77484
```

## Properties
Total charge: 0
SMILES: O=CNCCSS
Orbital gap, eV: 9.57

---

Entry 2
This record from OMol25 describes 2 unconnected molecules or ions with the total composition C3H7NOS2. The level of theory is ωB97M-V with the def2-TZVPD basis set.

```
14
Properties=species:S:1:pos:R:3
C -0.12979 1.31658 0.15697
C 0.82603 0.60993 -0.35023
N 1.53478 -0.29256 0.36734
S 1.88861 -1.75155 -0.32513
H -0.24418 1.23543 1.21300
H -0.72251 1.97130 -0.56893
H 1.06537 0.61138 -1.50088
H 1.53249 -0.33517 1.35742
H 2.49610 -1.28924 -1.37741
O -1.31540 -0.97826 -1.45809
C -2.02906 -0.45247 -0.67198
S -2.57972 -1.33120 0.78691
H -2.47820 0.54796 -0.60606
H -1.72779 -2.34651 0.72227
```

## Properties
Total charge: 0
SMILES: C=CNS.O=CS
Orbital gap, eV: 8.65

---

Entry 3
This record from OMol25 describes a single C3H7NOS2 molecule. The level of theory is ωB97M-V with the def2-TZVPD basis set.

```
14
Properties=species:S:1:pos:R:3
C 0.36280 1.19171 0.00561
C 0.37648 0.40676 -1.27520
C -0.50794 -1.65773 0.07162
N 0.65189 0.35468 1.07801
O -2.26500 -0.06457 -1.04694
S -0.00123 0.75911 2.59318
S -1.03761 -0.78410 -1.36778
H 1.29590 1.78084 0.01565
H -0.46176 1.87193 0.05835
H 0.27498 1.07949 -2.12339
H 1.18408 -0.33332 -1.53910
H 0.39410 -2.07960 -0.42337
H -1.02412 -2.29716 0.83113
H 0.75743 -0.22804 3.12223
```

## Properties
Total charge: 0
Orbital gap (alpha / beta), eV: 7.78 / 7.95

---

entry 1 is preferred energetically. Next in line: 35.6 kcal/mol higher.